No. 1
DFT (ωB97M-V with the def2-TZVPD basis set) results for C5H7NO as an isolated structure.

Atoms and positions in Å:
C: -1.06 -0.96 0.02
C: -1.00 0.42 -0.66
O: -1.07 1.50 0.26
C: 0.32 1.44 0.81
C: 0.44 0.27 1.63
N: 0.31 -0.62 0.58
C: 0.52 0.38 -0.42
H: -1.79 -1.17 0.80
H: -0.97 -1.78 -0.68
H: -1.52 0.62 -1.60
H: 0.71 2.43 0.99
H: 2.30 -1.53 -2.41
H: 0.81 0.03 2.62
H: 1.99 -1.04 -1.94

Values from the calculation:
E_HOMO (spin up / spin down): -8.0 / -8.1 eV
M: 97.12 g/mol
energy above the lowest of the compared OMol25 structures with the same formula, charge and spin: 181.6 kcal/mol
DFT total energy: -8828.329 eV


No. 2
DFT (ωB97M-V with the def2-TZVPD basis set) results for C5H7NO as an isolated structure in a non-equilibrium geometry.

Atoms and positions in Å:
C: -1.26 -0.36 0.16
C: -0.14 0.49 -0.42
C: 0.58 1.51 0.43
O: 1.44 0.53 1.03
C: 1.11 -0.38 -0.02
N: 0.68 -1.76 0.17
C: -0.55 -1.66 -0.16
H: -1.35 -0.26 1.25
H: -2.26 -0.26 -0.28
H: -0.33 0.70 -1.48
H: 0.02 2.08 1.17
H: 1.16 2.18 -0.23
H: 1.90 -0.45 -0.78
H: -0.99 -2.37 -0.83

Values from the calculation:
E_HOMO: -9.6 eV
M: 97.12 g/mol
energy above the lowest of the compared OMol25 structures with the same formula, charge and spin: 68.9 kcal/mol
DFT total energy: -8833.216 eV


No. 3
DFT (ωB97M-V with the def2-TZVPD basis set) results for one molecule with the formula C5H7NO.

Atoms and positions in Å:
O: 0.00 0.25 -2.67
C: -0.27 0.04 -1.52
C: -0.80 -1.17 -0.73
N: -0.84 -0.33 0.49
C: 0.47 -0.36 1.21
C: 0.82 1.05 0.71
C: -0.37 0.89 -0.25
H: -1.79 -1.51 -1.06
H: -0.13 -2.03 -0.68
H: 1.14 -1.14 0.82
H: 0.37 -0.50 2.29
H: 1.82 1.23 0.29
H: 0.60 1.81 1.46
H: -1.03 1.76 -0.37

Values from the calculation:
E_HOMO: -9.5 eV
M: 97.12 g/mol
energy above the lowest of the compared OMol25 structures with the same formula, charge and spin: 54.1 kcal/mol
DFT total energy: -8833.856 eV


No. 4
DFT (ωB97M-V with the def2-TZVPD basis set) results for C5H7NO as an isolated structure in a non-equilibrium geometry.

Atoms and positions in Å:
C: -0.66 -0.43 0.05
C: 0.13 0.06 -1.06
C: 1.64 -0.21 1.13
C: -1.79 0.22 0.52
C: 0.50 0.99 -1.90
O: -0.52 -1.79 0.24
N: 0.72 0.56 0.75
H: -1.06 -2.02 1.02
H: 1.75 -1.25 0.81
H: 2.39 0.20 1.80
H: -2.72 -0.33 0.62
H: -1.80 1.29 0.60
H: 0.49 0.77 -2.97
H: 0.92 1.94 -1.60

Values from the calculation:
E_HOMO (spin up / spin down): -7.1 / -7.1 eV
M: 97.12 g/mol
energy above the lowest of the compared OMol25 structures with the same formula, charge and spin: 158.7 kcal/mol
DFT total energy: -8829.322 eV


No. 5
DFT (ωB97M-V with the def2-TZVPD basis set) results for one molecule with the formula C5H7NO.

Atoms and positions in Å:
C: 1.98 0.12 0.39
C: 0.49 0.16 0.43
O: -0.11 0.56 1.59
C: -1.44 0.55 1.38
C: -1.73 0.15 0.11
C: -0.46 -0.11 -0.51
N: -0.24 -0.51 -1.84
H: 2.39 -0.85 0.73
H: 2.33 0.30 -0.63
H: 2.39 0.90 1.04
H: -2.06 0.85 2.21
H: -2.71 0.06 -0.33
H: -1.08 -0.89 -2.26
H: 0.50 -1.19 -1.93

Values from the calculation:
E_HOMO: -7.8 eV
M: 97.12 g/mol
energy above the lowest of the compared OMol25 structures with the same formula, charge and spin: 16.9 kcal/mol
DFT total energy: -8835.472 eV


No. 6
DFT (ωB97M-V with the def2-TZVPD basis set) results for one molecule with the formula C5H7NO in a non-equilibrium geometry.

Atoms and positions in Å:
C: 1.40 -1.08 -0.01
C: 0.62 -0.04 0.78
C: -0.45 0.65 -0.05
C: -0.08 1.01 -1.42
N: 0.19 1.25 -2.52
C: -1.88 0.39 0.17
O: -1.27 1.59 0.62
H: 0.74 -1.74 -0.60
H: 1.98 -1.71 0.68
H: 2.09 -0.60 -0.72
H: 0.12 -0.48 1.64
H: 1.30 0.73 1.17
H: -2.54 0.49 -0.68
H: -2.19 -0.30 0.96

Values from the calculation:
E_HOMO: -11.2 eV
M: 97.12 g/mol
energy above the lowest of the compared OMol25 structures with the same formula, charge and spin: 40.1 kcal/mol
DFT total energy: -8834.462 eV


No. 7
DFT (ωB97M-V with the def2-TZVPD basis set) results for C5H7NO as an isolated structure in a non-equilibrium geometry.

Atoms and positions in Å:
O: -0.18 -2.14 -1.03
C: 0.50 -0.91 -0.99
C: -0.35 0.34 -0.85
C: -0.63 0.04 0.64
C: -0.23 1.46 0.97
N: 0.76 1.14 -0.14
C: 0.86 -0.30 0.36
H: -1.03 -2.04 -0.57
H: 1.27 -0.91 -1.75
H: -0.96 0.87 -1.59
H: -0.89 -0.83 1.20
H: -0.87 2.31 0.68
H: 0.17 1.61 1.97
H: 1.58 -0.65 1.11

Values from the calculation:
E_HOMO: -9.0 eV
M: 97.12 g/mol
energy above the lowest of the compared OMol25 structures with the same formula, charge and spin: 115.9 kcal/mol
DFT total energy: -8831.176 eV


No. 8
DFT (ωB97M-V with the def2-TZVPD basis set) results for one molecule with the formula C5H7NO in a non-equilibrium geometry.

Atoms and positions in Å:
C: -0.96 -0.82 0.93
C: 0.46 -0.39 0.51
C: 1.12 0.40 1.56
N: 1.66 1.11 2.29
C: 0.62 0.45 -0.78
C: -0.51 0.54 -1.78
O: -1.60 0.03 -1.71
H: -1.64 0.02 1.03
H: -0.92 -1.35 1.88
H: -1.38 -1.49 0.17
H: 1.04 -1.32 0.39
H: 0.83 1.49 -0.51
H: 1.52 0.13 -1.33
H: -0.24 1.20 -2.64

Values from the calculation:
E_HOMO: -10.3 eV
M: 97.12 g/mol
energy above the lowest of the compared OMol25 structures with the same formula, charge and spin: 23.4 kcal/mol
DFT total energy: -8835.189 eV


No. 9
DFT (ωB97M-V with the def2-TZVPD basis set) results for one molecule with the formula C5H7NO in a non-equilibrium geometry.

Atoms and positions in Å:
C: -1.69 0.32 -0.26
C: -0.73 -0.88 0.49
C: -1.13 -2.09 0.50
O: 1.38 -0.62 -1.41
C: 1.38 0.08 -0.41
N: 2.41 0.97 -0.14
C: 0.28 0.10 0.56
H: -1.70 1.31 0.18
H: -2.69 -0.12 -0.17
H: -1.38 0.37 -1.31
H: -1.95 -2.57 -0.01
H: 3.24 0.82 -0.69
H: 2.56 1.27 0.81
H: 0.16 0.96 1.21

Values from the calculation:
E_HOMO (spin up / spin down): -8.8 / -7.9 eV
M: 97.12 g/mol
energy above the lowest of the compared OMol25 structures with the same formula, charge and spin: 119.7 kcal/mol
DFT total energy: -8831.014 eV


No. 10
DFT (ωB97M-V with the def2-TZVPD basis set) results for one molecule with the formula C5H7NO.

Atoms and positions in Å:
C: 0.14 1.47 -1.06
C: 0.21 0.81 0.29
O: -0.96 1.02 1.01
C: -1.49 -0.17 1.27
C: -0.72 -1.18 0.78
C: 0.44 -0.55 0.26
N: 1.52 -1.13 -0.40
H: 1.08 1.43 -1.61
H: -0.59 0.87 -1.63
H: -0.23 2.49 -1.01
H: -2.41 -0.16 1.84
H: -1.03 -2.21 0.63
H: 1.67 -2.10 -0.15
H: 2.37 -0.60 -0.23

Values from the calculation:
E_HOMO: -7.7 eV
M: 97.12 g/mol
energy above the lowest of the compared OMol25 structures with the same formula, charge and spin: 41.1 kcal/mol
DFT total energy: -8834.422 eV


No. 11
DFT (ωB97M-V with the def2-TZVPD basis set) results for one molecule with the formula C5H7NO in a non-equilibrium geometry.

Atoms and positions in Å:
C: 1.08 -1.25 0.48
C: 0.95 -0.35 -0.71
C: 0.46 0.89 -0.69
C: -0.43 1.38 0.41
N: -1.71 0.76 0.26
C: -2.15 -0.26 -0.21
O: -2.89 -1.13 -0.47
H: 0.09 -1.50 0.87
H: 1.64 -0.79 1.28
H: 1.56 -2.18 0.20
H: 1.50 -0.66 -1.59
H: 0.52 1.52 -1.57
H: -0.03 1.11 1.40
H: -0.60 2.46 0.35

Values from the calculation:
E_HOMO: -9.7 eV
M: 97.12 g/mol
energy above the lowest of the compared OMol25 structures with the same formula, charge and spin: 25.7 kcal/mol
DFT total energy: -8835.089 eV


No. 12
DFT (ωB97M-V with the def2-TZVPD basis set) results for one molecule with the formula C5H7NO.

Atoms and positions in Å:
C: 2.66 1.16 -0.32
C: 1.89 0.24 -0.36
C: 0.95 -0.88 -0.45
C: -0.28 -0.75 0.45
N: -1.00 0.49 0.24
C: -2.36 0.51 0.13
O: -3.06 -0.47 -0.01
H: 3.37 1.97 -0.31
H: 1.47 -1.81 -0.18
H: 0.63 -0.98 -1.49
H: -0.99 -1.55 0.22
H: 0.00 -0.84 1.50
H: -0.52 1.36 0.41
H: -2.76 1.54 0.18

Values from the calculation:
E_HOMO: -9.9 eV
M: 97.12 g/mol
energy above the lowest of the compared OMol25 structures with the same formula, charge and spin: 39.8 kcal/mol
DFT total energy: -8834.476 eV


- Which formula does entry 7 have?
  C5H7NO